{"formula": "C27H35CrN4O8S2", "method": "the ωB97M-V functional and the def2-TZVPD basis", "e_lumo_ev": [-2.8, -2.8], "total_charge": 1, "gap_ha": [0.256, 0.263], "spin_multiplicity": 5, "homo_energy_ev": [-9.74, -9.92], "species": ["Cr", "O", "C", "O", "C", "O", "C", "C", "O", "O", "H", "H", "H", "H", "H", "O", "S", "O", "N", "C", "C", "C", "C", "C", "C", "C", "C", "N", "C", "C", "C", "C", "C", "C", "C", "H", "H", "H", "H", "H", "H", "H", "H", "H", "H", "H", "C", "C", "N", "C", "C", "N", "C", "C", "H", "H", "H", "H", "H", "H", "H", "H", "H", "H", "H", "H", "H", "C", "S", "C", "O", "H", "H", "H", "H", "H", "H"], "coordinates": [[0.12872, 0.78011, 0.13810], [-3.00661, 3.25248, 1.40078], [-1.99523, 2.49364, 1.78652], [-0.92537, 2.49337, 1.19990], [-2.22709, 1.80312, 3.11638], [-1.72391, 0.49406, 3.09624], [-2.59245, -0.37256, 2.33293], [-2.46474, -0.16202, -0.24335], [-3.77080, 0.14522, -0.77297], [-1.54491, 0.60939, -0.80959], [-2.77465, 3.64266, 0.54276], [-3.28839, 1.83226, 3.37123], [-1.66552, 2.34670, 3.87712], [-3.48071, -0.60757, 2.92455], [-2.01128, -1.28390, 2.17898], [2.21736, -0.18184, -1.12193], [1.58537, -1.50336, -1.04807], [2.41994, -2.52049, -0.44453], [0.22423, -1.24416, -0.25720], [-0.86416, -2.14639, -0.39853], [-0.64235, -3.51895, -0.58450], [-1.69663, -4.40510, -0.60058], [-2.97771, -3.95518, -0.33155], [-3.23237, -2.60272, -0.12726], [-4.58207, -2.28927, 0.39813], [-5.06947, -1.11576, 0.79446], [-4.32947, 0.16163, 0.54177], [-2.97258, 0.25577, 1.11855], [-2.18004, -1.67247, -0.27193], [1.19993, -2.00257, -2.69328], [0.13761, -1.38650, -3.34413], [-0.10732, -1.71352, -4.66698], [0.70683, -2.63362, -5.31835], [1.76137, -3.24285, -4.65088], [2.01350, -2.93273, -3.32140], [0.37078, -3.88952, -0.67320], [-1.51188, -5.45949, -0.76439], [-3.79353, -4.66209, -0.24023], [-5.20736, -3.16393, 0.54574], [-6.06020, -1.05867, 1.23216], [-4.94871, 1.04318, 0.72213], [-0.49763, -0.68812, -2.80700], [-0.94151, -1.26348, -5.19063], [0.51026, -2.88600, -6.35307], [2.38435, -3.96430, -5.16323], [2.81600, -3.40106, -2.76675], [2.68893, 1.95286, 3.74860], [1.49465, 1.73764, 2.79376], [1.91236, 0.94892, 1.61260], [2.29292, -0.41061, 2.05765], [3.36024, -0.34040, 3.16958], [3.81828, 1.08691, 3.27162], [4.29330, 1.56686, 1.92835], [3.07609, 1.61072, 0.98117], [2.45946, 1.66540, 4.77201], [3.04772, 2.97979, 3.74473], [1.10566, 2.69197, 2.45607], [0.68672, 1.20132, 3.28791], [2.66190, -0.97547, 1.20591], [1.40248, -0.91750, 2.42335], [4.23049, -0.95125, 2.94081], [2.97533, -0.62765, 4.14569], [4.58535, 1.14104, 3.93652], [5.05653, 0.86820, 1.59154], [4.74821, 2.54438, 2.06892], [3.29697, 1.09447, 0.05188], [2.79004, 2.63023, 0.73428], [1.67159, 3.48401, -3.36981], [0.78267, 2.24687, -2.43659], [-0.85330, 2.81362, -2.89897], [0.96817, 2.65197, -0.97534], [1.35814, 4.46702, -3.02118], [1.45066, 3.34887, -4.42877], [2.73550, 3.33125, -3.19266], [-0.98004, 2.66562, -3.97269], [-0.94078, 3.86801, -2.63382], [-1.56583, 2.20150, -2.34599]]}

***

{"formula": "C27H35CsN2O7P3S", "method": "the ωB97M-V functional and the def2-TZVPD basis", "e_lumo_ev": 1.9, "total_charge": -1, "gap_ha": 0.173, "spin_multiplicity": 1, "homo_energy_ev": -2.86, "species": ["Cs", "C", "C", "C", "C", "C", "C", "C", "P", "C", "C", "C", "C", "C", "C", "C", "C", "C", "C", "C", "C", "C", "C", "H", "H", "H", "H", "H", "H", "H", "H", "H", "H", "H", "H", "H", "H", "H", "H", "H", "H", "H", "H", "C", "C", "O", "P", "O", "O", "O", "P", "O", "O", "O", "H", "H", "H", "H", "H", "H", "H", "C", "N", "C", "C", "N", "C", "S", "H", "H", "H", "H", "H", "H", "H", "H"], "coordinates": [[0.13602, -0.25394, -0.09974], [0.15665, 3.72186, -2.99246], [1.24149, 4.58180, -2.41447], [1.96513, 5.43942, -3.23679], [2.96521, 6.25832, -2.73240], [3.25111, 6.23456, -1.37818], [2.53633, 5.38819, -0.54254], [1.53874, 4.55250, -1.03993], [0.55430, 3.41731, 0.00598], [1.40880, 3.48631, 1.62704], [0.73699, 3.97783, 2.74570], [1.31076, 3.94089, 4.00820], [2.58176, 3.41503, 4.16861], [3.25750, 2.91730, 3.06391], [2.69058, 2.92722, 1.79236], [3.46601, 2.33588, 0.64929], [-0.97140, 4.33426, 0.21820], [-0.91741, 5.72153, 0.40368], [-2.03913, 6.50391, 0.57200], [-3.28952, 5.85149, 0.53390], [-3.38784, 4.50580, 0.34943], [-2.24067, 3.63391, 0.18866], [-2.45027, 2.28280, 0.03140], [0.01300, 3.94460, -4.05029], [-0.79317, 3.86849, -2.47305], [0.40285, 2.66058, -2.89838], [1.73118, 5.46215, -4.29554], [3.51038, 6.91438, -3.40032], [4.02113, 6.87746, -0.96892], [2.75372, 5.37652, 0.51958], [-0.25205, 4.39861, 2.61092], [0.76299, 4.32881, 4.85840], [3.04642, 3.38548, 5.14677], [4.24949, 2.49614, 3.18735], [4.41361, 1.93640, 1.01798], [3.69447, 3.07115, -0.12301], [2.94378, 1.50875, 0.16522], [0.05956, 6.19670, 0.40998], [-1.95995, 7.57440, 0.70789], [-4.20392, 6.42711, 0.64412], [-4.37188, 4.04768, 0.31627], [-1.66316, 1.56285, -0.14258], [-3.46969, 1.93234, -0.07088], [3.26619, -4.15675, 0.14036], [3.03698, -3.10024, -0.92818], [3.77423, -3.41739, -2.12608], [3.46993, -1.43615, -0.33774], [5.03017, -1.51690, -0.02108], [3.36864, -0.51168, -1.60563], [2.62806, -1.02607, 0.80423], [1.23145, -3.02766, -1.44787], [1.12594, -4.26445, -2.45666], [1.13185, -1.71419, -2.19557], [0.36654, -3.24414, -0.26490], [4.31535, -4.18580, 0.44603], [2.99963, -5.13087, -0.27134], [2.63752, -3.96305, 1.00800], [4.68652, -3.12120, -2.02890], [5.29850, -1.02487, 0.75921], [2.55536, -0.81696, -2.10544], [1.61138, -4.10061, -3.27076], [-1.48392, -2.53850, 2.20652], [-2.37094, -1.40486, 2.15012], [-2.50289, -0.50327, 3.28553], [-3.51365, 0.52432, 2.77453], [-4.19784, -0.25082, 1.74131], [-3.40953, -1.26725, 1.29463], [-3.70679, -2.18102, -0.06566], [-0.49726, -2.21200, 2.54107], [-1.38289, -2.98500, 1.21944], [-1.85831, -3.29078, 2.91140], [-1.54200, -0.05867, 3.54825], [-2.88127, -1.04985, 4.16011], [-3.01250, 1.38920, 2.32736], [-4.20674, 0.84241, 3.55163], [-4.75809, 0.20282, 1.03787]]}

***

{"formula": "C27H35FN7O4PtS2", "method": "the ωB97M-V functional and the def2-TZVPD basis", "e_lumo_ev": [-7.7, -10.2], "total_charge": 3, "gap_ha": [0.257, 0.192], "spin_multiplicity": 5, "homo_energy_ev": [-14.72, -15.40], "species": ["Pt", "N", "C", "S", "N", "N", "C", "C", "C", "C", "C", "C", "N", "H", "H", "H", "H", "H", "H", "H", "C", "C", "N", "C", "C", "C", "O", "O", "C", "O", "C", "C", "C", "F", "C", "C", "C", "N", "C", "C", "N", "C", "C", "H", "H", "H", "H", "H", "H", "H", "H", "H", "H", "H", "H", "H", "H", "H", "H", "H", "H", "C", "C", "S", "O", "C", "C", "H", "H", "H", "H", "H", "H", "H", "H", "H", "H"], "coordinates": [[3.47990, 0.69566, 0.56209], [6.18133, -0.98703, 3.59010], [5.51269, -0.28877, 2.69199], [3.87501, 0.07712, 2.84320], [6.33067, 0.19264, 1.66694], [5.63260, 0.82149, 0.76480], [6.29078, 1.61259, -0.06494], [5.49838, 2.57578, -0.77959], [6.06884, 3.46060, -1.68302], [5.26020, 4.43799, -2.26011], [3.93273, 4.49205, -1.89566], [3.43080, 3.56231, -0.97371], [4.18120, 2.62913, -0.43119], [5.73015, -1.32606, 4.42465], [7.18000, -1.10524, 3.48843], [7.37491, 1.59616, -0.10551], [7.12064, 3.38743, -1.92429], [5.67063, 5.14105, -2.97117], [3.26873, 5.23721, -2.30948], [2.39168, 3.58735, -0.67253], [-2.93437, -1.56089, -3.24478], [-2.64623, -0.07086, -3.23346], [-1.68625, 0.29086, -2.15700], [-0.42495, 0.44895, -2.48632], [0.60002, 0.70616, -1.56228], [1.96943, 0.95714, -2.12106], [1.95675, 1.74841, -3.05820], [2.96473, 0.37216, -1.59482], [0.25402, 0.84939, -0.15330], [1.10293, 1.07909, 0.71430], [-1.16778, 0.73485, 0.16903], [-1.60346, 0.91000, 1.47803], [-2.93567, 0.81956, 1.78279], [-3.28752, 1.03808, 3.05593], [-3.92454, 0.53732, 0.81942], [-3.46620, 0.33018, -0.48686], [-2.11918, 0.44678, -0.81367], [-5.28388, 0.44182, 1.12220], [-6.28949, 0.89934, 0.17243], [-7.39930, -0.14301, 0.06098], [-7.63586, -0.75148, 1.43113], [-7.28460, 0.22142, 2.51961], [-5.77673, 0.46372, 2.50556], [-3.64308, -1.77930, -4.04232], [-3.35529, -1.90401, -2.30049], [-2.02587, -2.12936, -3.43807], [-3.53751, 0.53793, -3.09907], [-2.18652, 0.25034, -4.16553], [-0.17135, 0.37812, -3.53632], [-0.89875, 1.14643, 2.26380], [-4.17387, 0.05079, -1.24790], [-5.86633, 1.05709, -0.81357], [-6.69573, 1.86781, 0.48136], [-7.13518, -0.96404, -0.60218], [-8.33967, 0.29549, -0.26798], [-7.06333, -1.59055, 1.53415], [-8.60786, -1.05159, 1.51918], [-7.60332, -0.19404, 3.47324], [-7.86787, 1.11852, 2.32236], [-5.27722, -0.32116, 3.07285], [-5.59412, 1.41286, 3.01478], [4.65344, -2.92155, -0.31038], [3.24119, -2.75802, -0.84281], [2.20516, -1.74089, 0.20373], [0.86788, -1.64483, -0.46952], [1.98338, -2.74549, 1.67569], [1.20571, -4.02772, 1.43313], [5.26454, -3.38893, -1.08057], [4.68909, -3.55965, 0.57201], [5.10578, -1.95800, -0.07054], [2.72448, -3.70984, -0.96816], [3.21924, -2.22570, -1.79414], [1.47589, -2.08278, 2.37907], [2.98643, -2.92342, 2.06810], [0.26152, -3.82009, 0.93296], [0.99578, -4.50327, 2.38993], [1.76960, -4.73960, 0.83258]]}